Entry from the OMol25 dataset: a molecular structure, C42H108F6N8O11S2 at a distorted geometry (ωB97M-V/def2-TZVPD).

```
177
Properties=species:S:1:pos:R:3:forces:R:3
C 1.2598 -2.6401 -1.3635 0.081 0.941 0.445
F 2.1866 -2.4939 -2.3060 -0.069 0.091 -0.452
F 0.6258 -3.7793 -1.5541 -0.127 -0.120 0.068
F 1.8905 -2.6188 -0.2001 -0.385 -0.256 0.127
S 0.0102 -1.1893 -1.4684 -0.585 0.025 -0.409
O 0.0767 -0.7869 -2.8694 0.859 0.305 0.658
O -1.3020 -1.6813 -1.0881 1.500 0.290 0.238
N 0.7086 -0.0413 -0.4668 -0.323 -1.764 -2.871
S -0.2222 0.1973 0.7663 -2.363 1.595 2.830
O -1.4130 0.9883 0.4588 1.484 -0.541 0.092
O -0.4025 -0.9592 1.5997 0.272 0.149 -0.160
C 0.8957 1.3588 1.8171 -1.037 -1.719 -1.416
F 1.9371 0.6583 2.2519 0.196 0.608 -0.109
F 1.2934 2.3771 1.0152 0.057 -0.015 0.941
F 0.1839 1.7643 2.8580 0.403 0.472 -0.423
C -4.2775 -3.2769 -2.4766 -1.188 0.617 0.613
C -4.6653 -4.6209 -1.8511 -0.241 0.575 -0.561
N -3.7229 -5.0705 -0.7532 0.976 -0.301 0.002
C -2.3652 -5.3423 -1.3726 -0.888 -0.278 0.315
C -3.5282 -3.9897 0.3072 -0.674 0.197 -0.492
C -2.3855 -4.1564 1.2911 0.375 -0.306 -0.552
C -4.2425 -6.3208 -0.1004 -1.305 -0.230 0.149
C -4.9752 -7.3156 -1.0131 1.353 -1.253 -0.371
O -4.2139 -7.7002 -2.1554 -0.017 1.091 -0.252
C -3.1458 -8.5780 -1.8913 0.556 -0.616 -0.908
H -4.9970 -2.9967 -3.2505 0.241 -0.716 -0.449
H -3.2566 -3.2098 -2.8375 -0.001 -0.026 -0.074
H -4.5086 -2.4522 -1.7959 0.584 -0.075 0.291
H -4.7159 -5.3644 -2.6462 0.507 -0.337 0.317
H -5.6837 -4.6020 -1.4642 0.111 0.274 0.369
H -2.5818 -5.9606 -2.2408 0.385 0.192 -0.170
H -1.7820 -5.9102 -0.6538 0.070 0.054 -0.053
H -1.9035 -4.3774 -1.5523 0.115 -0.107 -0.326
H -4.4949 -3.8764 0.7981 0.025 -0.167 0.134
H -3.3954 -3.0879 -0.2826 0.336 0.112 0.222
H -1.4216 -4.1782 0.7781 -0.047 0.274 -0.057
H -2.3859 -5.0675 1.8878 -0.483 0.122 0.192
H -2.3925 -3.2639 1.9134 0.017 -0.145 0.213
H -4.9807 -5.9791 0.6278 0.018 -0.073 0.085
H -3.4633 -6.8355 0.4562 0.292 0.284 -0.173
H -5.9505 -7.0095 -1.3776 -0.010 0.183 0.173
H -5.0496 -8.2476 -0.4443 -0.665 0.298 0.484
H -2.3867 -8.1839 -1.2072 -0.373 -0.161 0.501
H -2.5823 -8.7239 -2.8177 -0.294 0.220 -0.164
H -3.5075 -9.5832 -1.6637 0.041 0.142 0.630
C -5.2387 1.4576 -6.0742 0.425 0.541 0.162
C -4.6965 2.5145 -5.0871 -1.438 -0.165 -0.700
N -3.3219 2.3048 -4.4859 -0.601 -0.117 -0.296
C -2.2737 2.2513 -5.5645 -0.729 -1.141 0.316
C -2.9997 3.5007 -3.6110 -1.157 0.253 0.396
C -1.6060 3.5233 -3.0308 0.110 -0.001 0.280
C -3.3763 0.9773 -3.7549 0.762 -0.630 0.882
C -3.8728 1.0208 -2.2869 -0.001 1.054 -1.374
O -5.0419 1.8228 -2.2293 0.714 -0.087 0.664
C -5.2712 2.2015 -0.8822 -1.054 0.241 0.757
H -4.6147 1.2891 -6.9505 -0.027 -0.002 -0.012
H -6.1750 1.8991 -6.4161 -0.005 -0.110 -0.153
H -5.5001 0.5114 -5.6064 0.081 -0.008 0.035
H -5.4469 2.5296 -4.3003 0.517 0.135 0.466
H -4.7632 3.4962 -5.5560 0.569 0.020 -0.062
H -1.3597 1.9834 -5.0440 0.290 0.412 -0.329
H -2.2653 3.1747 -6.1341 0.166 0.113 0.164
H -2.5319 1.4173 -6.2155 0.021 0.131 -0.118
H -3.7674 3.5101 -2.8370 0.227 -0.247 0.119
H -3.2826 4.3753 -4.1976 0.555 -0.002 -0.267
H -1.4130 2.5686 -2.5315 0.319 -0.030 -0.222
H -1.5294 4.2647 -2.2344 -0.348 0.119 -0.079
H -0.8372 3.7981 -3.7521 0.017 -0.280 -0.092
H -2.3485 0.6050 -3.7415 0.010 -0.012 0.189
H -3.9292 0.2205 -4.3023 -0.231 0.522 -0.484
H -3.0433 1.4685 -1.7334 -0.287 -0.096 0.616
H -4.1049 0.0213 -1.9174 0.357 -0.161 -0.051
H -6.1390 2.8587 -0.8192 -0.042 -0.094 -0.409
H -4.4597 2.7578 -0.4010 0.394 -0.174 -0.381
H -5.5160 1.3362 -0.2579 0.180 -0.117 -0.081
C -2.4603 5.8962 4.8237 0.536 -0.195 1.073
C -2.9550 4.5855 5.4380 -0.260 0.311 -0.992
N -1.8754 3.7552 6.1229 -1.660 0.137 -0.572
C -0.7022 3.5942 5.2195 0.178 -0.351 0.941
C -1.4576 4.3994 7.4399 0.780 0.131 0.075
C -2.5349 4.7188 8.4712 0.098 -0.919 -0.325
C -2.5542 2.4224 6.4308 0.703 -0.247 0.414
C -2.6351 1.4032 5.3015 0.471 0.229 -0.421
O -3.2463 1.9734 4.1645 -0.003 -0.052 0.062
C -3.6528 1.0099 3.2327 -0.108 -0.919 -1.118
H -3.3027 6.5043 4.5067 -0.010 0.068 0.159
H -1.7876 5.7727 3.9743 -0.241 -0.337 -0.139
H -1.8605 6.4118 5.5781 -0.316 0.515 -0.113
H -3.4068 4.0023 4.6374 0.357 -0.341 0.208
H -3.7518 4.6729 6.1730 0.168 0.536 0.083
H -0.0101 2.8977 5.6960 -0.089 -0.131 -0.052
H -0.1718 4.5404 5.1541 -0.250 0.093 -0.246
H -1.0462 3.1930 4.2736 0.002 0.242 -0.103
H -0.9310 5.3161 7.1752 -0.016 -0.018 -0.103
H -0.6989 3.7090 7.8109 -0.059 0.037 0.274
H -2.0698 5.0006 9.4152 0.226 0.426 -0.247
H -3.0826 3.8203 8.7630 -0.307 0.121 -0.260
H -3.1900 5.5015 8.1004 -0.133 0.024 0.324
H -3.5374 2.6378 6.8400 -0.003 0.128 -0.102
H -1.9379 2.0286 7.2398 -0.190 -0.424 -0.007
H -3.1805 0.5110 5.6228 -0.122 0.190 0.351
H -1.6374 1.0484 5.0081 0.071 0.003 0.168
H -4.0219 1.5003 2.3328 -0.290 0.301 0.304
H -4.4054 0.3158 3.6182 -0.199 0.315 0.216
H -2.8619 0.3604 2.8274 0.461 0.251 0.502
C 4.3516 2.8333 -2.4078 -0.583 0.412 0.981
C 3.6374 1.5439 -2.0082 1.325 0.134 -1.052
C 3.9640 1.0177 -0.6074 -0.454 -0.835 -0.388
O 5.3260 0.6346 -0.4390 -0.888 0.831 -0.549
C 5.4573 -0.4660 0.4507 0.320 0.387 1.312
N 2.1434 1.7406 -2.2424 -0.669 -0.992 0.438
H 1.7886 2.6967 -2.2373 0.483 0.146 -0.295
H 1.8965 1.2568 -3.1086 0.009 0.556 -0.243
H 1.5144 1.2333 -1.5780 0.439 -0.173 0.515
H 4.1678 3.1942 -3.4180 0.189 -0.421 -0.195
H 5.4115 2.7976 -2.1686 0.063 -0.242 -0.311
H 3.9438 3.6186 -1.7553 0.084 0.081 0.069
H 3.8956 0.7292 -2.6871 0.106 0.115 -0.134
H 3.3797 0.0947 -0.5542 -0.345 0.144 0.524
H 3.5900 1.7551 0.1097 0.330 -0.110 0.466
H 5.4899 -1.4429 -0.0302 -0.210 0.108 -0.256
H 4.7055 -0.4199 1.2451 -0.410 -0.231 -0.364
H 6.3617 -0.3330 1.0477 0.352 0.024 -0.554
C 7.2446 -2.3782 4.3290 1.040 0.542 -0.027
C 6.3348 -3.4654 4.8292 -0.783 -0.006 -0.206
C 4.8495 -3.1251 4.6357 0.269 0.103 -0.424
O 4.5987 -2.8661 3.2603 -0.320 -0.980 0.420
C 3.3722 -2.1931 3.0529 -0.171 1.096 -0.657
N 6.6630 -4.7473 4.0728 0.165 -0.195 0.327
H 6.4862 -4.6175 3.0747 -0.044 -0.093 -0.005
H 7.6485 -4.9986 4.2044 0.044 0.211 -0.141
H 6.1494 -5.5659 4.4128 -0.257 0.162 -0.106
H 7.0948 -2.1031 3.2842 -0.495 -0.097 0.055
H 8.3134 -2.6077 4.3731 -0.099 -0.372 0.311
H 7.1496 -1.4827 4.9431 -0.242 -0.030 -0.023
H 6.4431 -3.7073 5.8859 0.379 0.099 0.000
H 4.6236 -2.2150 5.2004 0.141 -0.159 0.287
H 4.2179 -3.9429 4.9980 -0.070 0.051 0.041
H 3.5872 -1.1289 3.2189 -0.342 0.013 -0.138
H 2.4670 -2.4223 3.6260 0.600 -0.669 0.630
H 3.0449 -2.3556 2.0256 0.401 0.110 -0.102
C 1.7718 5.9061 2.2408 0.195 -0.749 -0.029
C 3.3050 5.9782 2.1635 -1.017 1.405 0.270
C 4.1151 4.7340 1.8806 0.423 0.691 -1.143
O 5.3619 5.2335 1.4111 -0.022 -0.564 -0.199
C 6.2765 4.1875 1.0894 -0.441 -1.624 0.453
N 3.5947 6.9979 1.0469 0.032 -0.406 0.459
H 3.2096 7.9165 1.2765 0.270 0.064 0.175
H 4.6194 7.0146 0.9500 -0.069 0.204 -0.300
H 3.1493 6.7280 0.1699 0.264 -0.125 -0.101
H 1.4285 5.1524 2.9504 0.209 0.075 0.171
H 1.3281 5.6038 1.2877 0.151 0.062 -0.120
H 1.3308 6.8596 2.5270 0.131 0.052 0.060
H 3.6908 6.4855 3.0480 0.069 -0.147 0.085
H 3.6197 4.1920 1.0654 -0.006 -0.405 0.048
H 4.2627 4.0912 2.7464 -0.247 0.021 0.197
H 7.2493 4.5576 0.7945 -0.055 0.295 0.208
H 5.9217 3.4457 0.3580 -0.375 0.847 -0.792
H 6.3113 3.4672 1.9156 0.690 0.619 0.614
C 1.1102 -3.4278 -7.8918 0.565 -0.859 -0.658
C 1.7460 -3.5400 -6.5349 0.375 1.912 -0.420
C 3.0788 -2.7526 -6.4917 -0.085 -1.370 -0.165
O 3.6238 -2.7611 -5.2019 -0.717 0.678 0.871
C 4.1570 -4.0069 -4.7539 1.084 0.048 -0.612
N 0.8352 -2.8191 -5.5000 0.270 -1.239 0.625
H 0.8490 -1.7993 -5.4796 0.103 -0.007 -0.615
H -0.1192 -3.1590 -5.6194 -0.070 0.179 0.064
H 1.1642 -3.0799 -4.5662 -0.056 -0.016 -0.002
H 0.2556 -4.0913 -8.0264 -0.287 0.371 0.123
H 1.8421 -3.8357 -8.5972 -0.016 0.052 -0.025
H 0.9474 -2.4040 -8.2259 -0.299 0.023 0.193
H 1.8714 -4.5690 -6.2113 -0.245 0.035 0.195
H 2.8909 -1.7373 -6.8422 0.110 0.207 0.344
H 3.7734 -3.1963 -7.2111 -0.059 -0.108 -0.081
H 4.3373 -3.9928 -3.6817 -0.446 0.280 0.063
H 5.1521 -4.1071 -5.1951 -0.086 -0.325 -0.158
H 3.5508 -4.8698 -5.0296 -0.062 0.008 0.063
```
Forces are in eV/Å.

Values from the calculation:
E_HOMO, eV: -19.77
Energy relative to the best compared isomer or geometry (same formula, charge and spin), eV: 1.398
Charge: +6
Molecular weight, g mol⁻¹: 1079.5
Frontier orbital gap, eV: 8.400